# 1
Formula: C7H7F
Source: OMol25
Level of theory: ωB97M-V with the def2-TZVPD basis set

## Properties
**HOMO energy**: -8.302 eV
**Orbital gap**: 8.794 eV
**Energy relative to the best compared isomer or geometry (same formula, charge and spin)**: 79.4 kcal per mole
**SMILES**: C=C(F)/C=C\C#CC

Structure (XYZ):
```
15
Properties=species:S:1:pos:R:3:forces:R:3
C -3.231183 -0.687138 0.100651 -2.9 -0.2 -0.4
C -1.953716 -0.443871 0.043208 1.0 2.8 -0.2
F -0.970849 -1.317193 -0.177338 -0.5 -0.5 -0.1
C -1.520549 0.985599 0.017068 1.5 -0.8 0.1
C -0.204952 1.294575 -0.118268 -1.6 2.7 0.4
C 0.933395 0.497769 -0.137665 3.9 -2.3 0.4
C 2.038649 -0.050642 -0.053526 -2.0 0.4 0.0
C 3.391056 -0.661296 0.097961 1.6 0.9 -0.8
H -3.950460 0.172769 0.352671 1.3 -1.5 -0.6
H -3.656211 -1.608686 -0.311995 0.1 0.1 0.9
H -2.314220 1.754727 0.012605 0.7 -0.6 0.1
H 0.068406 2.393058 -0.109039 -0.5 -1.2 -0.2
H 3.515235 -1.802933 0.011339 -0.8 1.8 0.4
H 4.011323 -0.246366 -0.859568 -1.1 -0.8 2.6
H 3.844083 -0.280377 1.131897 -0.7 -0.9 -2.4
```
Positions in Å, forces in eV/Å.

---

# 2
Formula: C24H26O5
Source: OMol25
Level of theory: ωB97M-V with the def2-TZVPD basis set

## Properties
**HOMO energy**: -7.542 eV
**Orbital gap**: 7.585 eV
**Energy relative to the best compared isomer or geometry (same formula, charge and spin)**: 0.0 kcal per mole
**SMILES**: COc1ccc(/C=C/[C@H](c2ccc(OC)cc2)[C@@]2(C(C)=O)CCCOC2=O)cc1

Structure (XYZ):
```
55
Properties=species:S:1:pos:R:3:forces:R:3
C 5.538531 -5.307621 0.268336 0.0 0.3 0.1
O 5.881590 -4.032349 -0.289145 -0.1 -0.3 0.2
C 4.940242 -3.053974 -0.254133 -0.7 0.7 0.1
C 5.235299 -1.852231 -0.956335 0.3 -0.9 0.6
C 4.312066 -0.826038 -0.973323 -0.8 -0.2 0.5
C 3.070326 -0.938059 -0.283788 1.2 -1.1 -0.2
C 2.114254 0.134472 -0.421027 -2.0 0.5 0.5
C 0.902374 0.140232 0.217808 1.6 0.0 -0.1
C -0.189069 1.110900 0.041058 -0.1 2.4 -2.5
C -1.302981 1.135182 1.041776 0.1 -0.6 0.9
C -1.990492 2.310682 1.398027 0.0 0.5 0.0
C -3.018858 2.310201 2.339244 0.2 -0.6 -0.1
C -3.347802 1.122860 3.021730 0.0 0.0 -0.5
O -4.400598 1.196241 3.890765 0.3 -0.6 0.2
C -4.672648 0.005124 4.653629 0.2 0.6 -0.3
C -2.628379 -0.050867 2.747843 0.1 0.3 -0.1
C -1.613244 -0.030230 1.780619 -0.4 0.5 -0.4
C -0.827756 1.411300 -1.665227 -1.3 -1.3 0.1
C 0.358106 1.582743 -2.647195 0.3 -0.7 0.9
C 1.078595 2.913282 -2.675931 0.2 0.0 -0.9
O 0.778756 0.604963 -3.232691 -0.3 0.5 0.0
C -1.765707 0.207081 -2.004233 0.1 -0.1 -0.2
C -3.122197 0.577492 -2.644121 0.6 -1.2 0.6
C -3.768959 1.551792 -1.731263 0.1 0.8 0.1
O -2.930929 2.734459 -1.559472 -0.4 0.1 0.0
C -1.594248 2.746214 -1.530929 0.5 0.4 0.6
O -1.035674 3.822872 -1.331733 -1.0 -1.6 -0.1
C 2.796184 -2.151867 0.402538 0.0 1.1 -0.5
C 3.704887 -3.188629 0.438140 1.3 0.2 -0.6
H 6.375760 -5.966919 0.029519 -0.2 0.1 0.1
H 5.411529 -5.254125 1.364510 0.1 0.0 -0.4
H 4.609285 -5.693347 -0.174673 0.2 0.1 0.0
H 6.232065 -1.746377 -1.413811 -0.7 -0.1 0.1
H 4.517979 0.077431 -1.546859 0.0 -0.1 0.2
H 2.391056 0.937090 -1.114529 -0.2 -0.4 0.1
H 0.854303 -0.496544 1.112525 -0.4 -0.1 -0.8
H 0.178973 2.094442 -0.244255 0.7 0.4 2.0
H -1.686917 3.282364 0.967055 -0.3 -0.7 0.1
H -3.593503 3.209125 2.544227 0.2 -0.1 0.1
H -5.522399 0.240117 5.291853 0.1 0.0 -0.1
H -4.916606 -0.822747 3.986679 -0.1 0.0 0.0
H -3.803828 -0.266231 5.263331 -0.1 0.0 0.0
H -2.861275 -0.978892 3.268907 0.2 0.3 -0.2
H -1.064914 -0.948749 1.584800 -0.2 0.1 0.0
H 0.390507 3.740543 -2.842647 0.2 -0.1 0.1
H 1.570054 3.075107 -1.710631 -0.1 0.1 -0.1
H 1.822424 2.931307 -3.482464 -0.1 -0.4 0.3
H -1.271702 -0.558015 -2.630630 0.1 0.6 0.4
H -2.026615 -0.265729 -1.040414 0.2 0.0 -0.4
H -3.056877 0.882508 -3.686754 0.0 0.3 0.0
H -3.733344 -0.339231 -2.592438 0.1 0.2 -0.3
H -4.713520 1.932657 -2.133989 0.2 0.1 0.3
H -3.938668 1.100615 -0.738741 0.1 0.2 -0.3
H 1.829722 -2.268918 0.888003 0.2 -0.1 -0.1
H 3.504822 -4.083721 1.010481 -0.1 0.0 -0.1
```
Positions in Å, forces in eV/Å.

---

# 3
Formula: C3H9OS
Source: OMol25
Level of theory: ωB97M-V with the def2-TZVPD basis set

## Properties
**HOMO energy**: -2.495 eV
**Orbital gap**: 6.743 eV
**Total charge**: -1
**Energy relative to the best compared isomer or geometry (same formula, charge and spin)**: 28.1 kcal per mole

Structure (XYZ):
```
14
Properties=species:S:1:pos:R:3:forces:R:3
C -1.092010 0.117122 1.391432 0.9 1.3 0.7
C -0.618819 0.599961 0.027191 -0.3 -1.9 -2.5
C 0.803731 1.107476 -0.049746 -0.6 2.3 0.1
S 2.062053 -0.090651 -0.232429 1.2 -1.3 0.4
H -0.582101 0.824986 2.186230 -1.3 -1.5 -1.2
H -2.137540 0.351843 1.239847 -0.6 -0.4 1.3
H -0.892103 -0.953579 1.657536 -0.1 1.1 -0.4
H -1.420341 1.109300 -0.582361 0.7 1.1 1.3
H -0.687197 -0.236091 -0.714095 0.6 -0.3 0.8
H 0.942215 1.764852 -0.916679 -0.5 0.2 0.1
H 0.956394 1.771804 0.841523 0.0 -0.4 -0.4
H 0.626035 -1.772359 -0.989402 0.4 0.4 0.5
H 1.351552 -2.128644 -2.205252 1.5 0.8 -1.1
O 0.688128 -2.466018 -1.653799 -1.9 -1.6 0.5
```
Positions in Å, forces in eV/Å.

---

# 4
Formula: C4H16O3
Source: OMol25
Level of theory: ωB97M-V with the def2-TZVPD basis set

## Properties
**HOMO energy**: -11.009 eV
**Orbital gap**: 11.455 eV
**Energy relative to the best compared isomer or geometry (same formula, charge and spin)**: 21.4 kcal per mole
**SMILES**: CCCC.O.O.O

Structure (XYZ):
```
23
Properties=species:S:1:pos:R:3:forces:R:3
C -1.052720 4.148430 0.410026 -1.0 -1.4 -0.3
C -0.386954 3.036944 -0.440000 0.6 0.9 0.3
C -0.685257 1.633885 0.034907 -0.8 -0.6 -0.4
C -0.375678 0.531941 -0.979377 0.3 -0.4 1.0
H -1.886659 4.586190 -0.130040 0.1 0.4 -0.3
H -0.343303 4.874949 0.695943 0.6 1.0 0.4
H -1.564341 3.743310 1.288122 0.5 -0.1 0.2
H 0.696855 3.205081 -0.454583 0.0 -0.1 0.1
H -0.671845 3.228798 -1.477033 -0.2 -0.5 -0.1
H -0.218593 1.359166 0.983139 0.3 0.4 0.0
H -1.753224 1.581041 0.259368 -0.2 0.0 -0.1
H -0.812018 -0.405427 -0.636992 -0.6 0.0 -0.2
H 0.670157 0.256128 -0.959118 0.6 0.4 -0.4
H -0.692132 0.769861 -1.981681 -0.1 0.0 -0.3
O 4.411298 -1.338793 -1.933940 -0.6 -0.4 0.4
H 4.247303 -1.334701 -0.980874 0.3 0.3 -0.1
H 3.720996 -1.958331 -2.209161 0.2 0.1 -0.4
O 1.373978 -4.404933 4.207511 -0.1 -0.1 0.0
H 1.082303 -5.287393 4.462120 0.1 0.1 0.0
H 0.983844 -3.824639 4.867129 0.0 0.1 0.0
O -2.294700 -4.795942 -2.065542 0.2 0.0 0.1
H -2.971857 -4.923586 -1.395273 0.0 0.0 0.0
H -1.477452 -4.681979 -1.564650 -0.1 0.0 -0.1
```
Positions in Å, forces in eV/Å.